244
Properties=species:S:1:pos:R:3 method="wB97M-V/def2-TZVPD" relative_energy_kcal_mol=64.1 charge=0 homo_lumo_gap_ha=0.3120
C -0.763 -2.337 8.000
C -1.441 -1.849 6.658
O -1.096 -2.646 5.569
O -0.731 -1.168 8.848
H 0.286 -2.629 7.943
H -1.286 -3.212 8.387
H -1.237 -0.795 6.467
H -2.523 -1.773 6.766
H -0.352 -2.306 5.065
H 0.103 -1.261 9.315
C -7.822 -2.359 -2.109
C -6.355 -2.717 -2.199
O -5.997 -3.601 -3.270
O -8.125 -1.738 -3.366
H -7.984 -1.727 -1.236
H -8.443 -3.249 -2.007
H -5.974 -3.274 -1.343
H -5.654 -1.883 -2.234
H -6.401 -4.469 -3.195
H -7.845 -2.258 -4.123
C 5.844 2.501 7.975
C 4.427 3.172 8.092
O 4.182 3.610 9.382
O 6.892 3.452 7.881
H 5.913 1.883 7.079
H 6.030 1.811 8.798
H 3.585 2.501 7.922
H 4.369 3.976 7.358
H 4.640 4.449 9.459
H 6.877 3.871 7.018
C 6.970 4.611 0.341
C 7.118 5.636 1.470
O 6.566 5.075 2.669
O 5.720 4.664 -0.280
H 7.075 3.639 0.823
H 7.658 4.857 -0.468
H 6.622 6.541 1.116
H 8.167 5.850 1.671
H 5.618 5.017 2.530
H 5.625 4.034 -0.998
C -4.285 -1.818 -8.214
C -5.606 -2.088 -8.944
O -6.693 -2.539 -8.158
O -3.736 -2.987 -7.619
H -4.455 -1.069 -7.440
H -3.704 -1.268 -8.954
H -5.459 -2.736 -9.808
H -5.842 -1.119 -9.383
H -7.340 -2.944 -8.740
H -4.349 -3.304 -6.951
C 5.470 -2.016 1.197
C 4.612 -1.636 2.405
O 3.206 -1.733 2.185
O 5.024 -1.300 0.016
H 5.288 -3.078 1.034
H 6.542 -1.898 1.356
H 4.805 -0.588 2.634
H 4.809 -2.232 3.296
H 3.015 -1.128 1.465
H 4.138 -1.614 -0.177
C -1.918 3.986 10.607
C -1.684 4.541 9.208
O -0.672 5.534 9.167
O -2.455 5.021 11.417
H -1.006 3.600 11.063
H -2.610 3.150 10.502
H -2.707 4.774 8.913
H -1.362 3.742 8.540
H 0.163 5.103 9.363
H -1.754 5.590 11.742
C -7.458 2.622 3.313
C -6.897 2.694 1.833
O -5.880 3.730 1.741
O -7.937 3.855 3.817
H -6.609 2.362 3.945
H -8.167 1.809 3.469
H -7.726 2.858 1.144
H -6.546 1.668 1.722
H -6.223 4.521 2.161
H -8.099 3.782 4.761
C 6.214 -8.382 -7.775
C 5.142 -7.445 -8.362
O 4.450 -6.851 -7.292
O 6.852 -9.103 -8.771
H 5.775 -9.113 -7.096
H 6.925 -7.876 -7.122
H 4.490 -7.900 -9.108
H 5.638 -6.692 -8.975
H 3.556 -7.145 -7.482
H 7.494 -9.678 -8.350
C -1.810 -9.184 -6.621
C -2.753 -10.415 -6.822
O -2.435 -11.585 -6.046
O -0.526 -9.251 -7.299
H -1.782 -8.861 -5.580
H -2.301 -8.290 -7.007
H -2.672 -10.740 -7.860
H -3.792 -10.176 -6.596
H -1.818 -12.038 -6.625
H -0.713 -9.555 -8.190
C 8.238 6.619 -10.926
O 7.565 7.889 -10.902
C 6.302 8.021 -11.539
C 5.195 7.029 -11.027
N 4.933 7.255 -9.618
C 3.950 6.260 -9.108
C 3.935 6.222 -7.577
O 3.518 7.503 -7.116
C 3.877 7.714 -5.738
H 8.367 6.300 -11.960
H 7.671 5.853 -10.397
H 9.228 6.845 -10.528
H 6.334 7.895 -12.621
H 5.927 9.040 -11.434
H 5.637 6.065 -11.279
H 4.300 7.060 -11.649
H 5.800 7.125 -9.117
H 4.188 5.265 -9.484
H 2.952 6.516 -9.464
H 4.902 5.919 -7.175
H 3.172 5.481 -7.338
H 3.231 7.043 -5.170
H 3.631 8.762 -5.570
H 4.924 7.576 -5.470
C 8.780 6.004 13.851
O 7.906 6.860 13.190
C 7.865 6.582 11.755
C 7.165 7.749 10.992
N 5.688 7.765 11.046
C 5.234 8.973 10.355
C 5.077 8.697 8.890
O 4.751 9.922 8.290
C 5.269 10.300 6.954
H 9.783 5.952 13.426
H 8.389 4.990 13.763
H 8.828 6.243 14.914
H 7.314 5.666 11.541
H 8.897 6.454 11.430
H 7.350 7.638 9.923
H 7.501 8.673 11.463
H 5.361 7.779 12.002
H 5.835 9.878 10.442
H 4.215 9.206 10.665
H 4.197 8.083 8.701
H 5.969 8.365 8.359
H 4.810 11.249 6.675
H 5.031 9.505 6.248
H 6.347 10.460 6.925
C -5.353 -7.325 1.099
O -6.252 -7.467 0.026
C -5.683 -8.154 -1.111
C -6.773 -8.801 -2.074
N -7.463 -7.795 -2.849
C -8.514 -8.330 -3.720
C -9.352 -7.275 -4.423
O -10.187 -6.745 -3.405
C -10.941 -5.735 -3.893
H -4.334 -7.102 0.784
H -5.462 -8.206 1.731
H -5.755 -6.491 1.675
H -5.022 -8.956 -0.783
H -4.994 -7.648 -1.788
H -7.444 -9.472 -1.537
H -6.197 -9.450 -2.732
H -7.854 -7.029 -2.320
H -9.139 -8.945 -3.074
H -8.025 -9.002 -4.426
H -9.986 -7.836 -5.110
H -8.800 -6.508 -4.967
H -11.545 -5.322 -3.085
H -11.659 -5.977 -4.677
H -10.293 -4.897 -4.149
C -10.599 9.822 -1.303
O -9.900 8.754 -0.654
C -8.631 8.371 -1.319
C -7.410 9.117 -0.676
N -7.169 8.537 0.661
C -6.174 9.241 1.497
C -4.725 9.362 0.914
O -4.688 10.357 -0.168
C -3.865 9.957 -1.253
H -11.584 9.906 -0.844
H -10.699 9.469 -2.330
H -10.102 10.785 -1.414
H -8.586 8.688 -2.361
H -8.425 7.302 -1.259
H -7.647 10.178 -0.609
H -6.549 9.018 -1.337
H -8.025 8.244 1.109
H -6.105 8.669 2.423
H -6.563 10.204 1.828
H -4.456 8.370 0.553
H -3.947 9.590 1.642
H -2.818 10.098 -0.986
H -4.074 10.597 -2.110
H -3.962 8.899 -1.496
C 0.974 -2.425 -1.565
O 1.164 -1.040 -1.189
C 0.011 -0.216 -1.216
C 0.525 1.297 -1.115
N 1.148 1.618 0.163
C 0.076 2.078 1.064
C 0.667 2.682 2.410
O 1.789 3.626 2.228
C 1.380 4.980 1.759
H 0.636 -2.515 -2.597
H 0.174 -2.907 -1.004
H 1.953 -2.855 -1.349
H -0.549 -0.453 -0.311
H -0.562 -0.497 -2.099
H -0.313 1.958 -1.337
H 1.250 1.510 -1.900
H 1.803 2.373 0.022
H -0.647 1.307 1.330
H -0.444 2.894 0.561
H 1.012 1.945 3.135
H -0.187 3.181 2.869
H 2.241 5.574 1.450
H 1.015 5.489 2.651
H 0.625 5.064 0.978
C 2.578 -10.374 0.753
O 2.420 -11.555 0.034
C 2.617 -11.382 -1.364
C 2.702 -12.741 -2.167
N 3.877 -13.514 -1.572
C 3.943 -14.911 -2.014
C 2.831 -15.778 -1.348
O 3.058 -15.747 0.052
C 2.395 -16.782 0.718
H 2.103 -10.541 1.720
H 2.284 -9.455 0.245
H 3.635 -10.190 0.944
H 3.521 -10.793 -1.521
H 1.795 -10.824 -1.813
H 2.905 -12.559 -3.222
H 1.787 -13.329 -2.111
H 3.821 -13.400 -0.570
H 4.959 -15.244 -1.802
H 3.884 -14.940 -3.102
H 2.998 -16.802 -1.683
H 1.860 -15.359 -1.612
H 2.527 -16.699 1.797
H 2.739 -17.776 0.434
H 1.318 -16.755 0.553